Run A
Molecular formula: C5H14NP
Method: DFT, ωB97M-V/def2-TZVPD

Last column: Löwdin charge in e.
CARTESIAN COORDINATES (ANGSTROEM)
C 2.29910 1.02363 -0.30672  -0.12
C -2.38135 -0.64582 1.12861  -0.21
C -1.49918 -0.17302 -1.57321  -0.24
C 1.97872 0.00577 0.82949  -0.32
C 0.85528 -0.89641 0.36461  -0.17
N -1.17271 1.75219 0.67180  -0.26
P -1.13660 0.28679 0.15232  0.68
H 2.61155 0.32588 -1.11357  0.07
H 1.47282 1.69268 -0.55887  0.04
H 3.17178 1.69185 -0.10451  0.07
H -2.03152 -1.65147 1.04881  0.02
H -2.49858 -0.26879 2.13286  0.04
H -3.24320 -0.69844 0.46910  0.04
H -0.56224 0.11929 -2.06406  0.03
H -1.54485 -1.24491 -1.56565  0.03
H -2.33810 0.15876 -2.21924  0.06
H 1.82293 0.41961 1.78637  0.08
H 2.77373 -0.77519 0.79217  0.11
H 0.98559 -1.25244 -0.64599  0.05
H 0.80074 -1.62595 1.09158  0.03
H -0.51068 2.36978 0.18258  -0.04

Computed properties:
frontier orbital gap = 9.00 eV
HOMO energy = -8.136 eV

=====

Run B
Molecular formula: C5H14NP
Method: DFT, ωB97M-V/def2-TZVPD

Last column: Löwdin charge in e.
CARTESIAN COORDINATES (ANGSTROEM)
C -3.33688 -0.66707 0.41383  -0.11
C 1.70531 0.62084 -1.52563  -0.32
C 1.07893 -1.04677 0.78188  -0.33
C -2.42060 0.58415 0.66192  -0.18
C -1.66345 0.84693 -0.37731  -0.08
N 3.23760 0.35897 0.76521  -0.27
P 1.57871 0.68909 0.35639  0.72
H -4.29661 -0.45656 -0.16660  0.09
H -2.73966 -1.31316 -0.17402  0.03
H -3.60383 -1.21137 1.32860  0.06
H 2.64685 0.07466 -1.72317  0.01
H 0.77399 -0.07276 -1.83196  0.06
H 1.68905 1.62992 -2.00690  0.03
H 1.67310 -1.60595 -0.02285  0.04
H 1.43803 -1.29698 1.76725  0.01
H -0.10180 -1.32501 0.75248  0.07
H -2.72092 1.34165 1.30818  0.07
H 3.77060 -0.35549 0.26674  0.03
H -1.01714 1.71117 -0.34819  0.03
H -1.36102 0.24329 -1.18641  0.04
H 3.66977 1.25043 0.96056  0.00

Computed properties:
frontier orbital gap = 9.65 eV
SMILES = CP(C)N.C=CC
HOMO energy = -8.569 eV

=====

Run C
Molecular formula: C5H14NP
Method: DFT, ωB97M-V/def2-TZVPD

Last column: Löwdin charge in e.
CARTESIAN COORDINATES (ANGSTROEM)
C -2.50424 -0.25836 2.11337  -0.16
C 2.66946 -0.67497 -0.59008  -0.14
C 0.83978 1.57940 -0.86271  -0.16
C -0.07610 -1.09105 -1.56721  -0.13
C -1.94799 0.77457 1.24516  -0.03
N 0.62150 -0.43729 1.36444  -0.21
P 0.89804 -0.14895 -0.09589  0.62
H -2.97106 -1.02652 1.57937  0.06
H -1.75822 -0.74883 2.59928  0.02
H -3.01122 0.27876 2.85636  0.06
H 3.03664 0.10465 -1.14132  0.00
H 3.08999 -0.86553 0.31355  -0.01
H 2.52750 -1.61981 -1.15248  0.06
H 1.43300 1.54520 -1.66042  -0.01
H -0.12514 1.69531 -1.07236  -0.02
H 1.24746 2.27556 -0.23080  0.03
H -0.15564 -2.00019 -1.16589  -0.02
H -0.99692 -0.73034 -1.70015  -0.02
H 0.47028 -0.89939 -2.45117  0.03
H -1.02077 1.19795 1.37797  -0.03
H -2.26635 1.04987 0.24095  0.05

Computed properties:
frontier orbital gap (alpha / beta) = 9.45 / 7.09 eV
HOMO energy (alpha / beta) = -8.858 / -7.891 eV

=====

The data favor run A; the next most stable structure lies 1.9 kcal/mol above it.

=====

Run A
Molecular formula: C4H7N3
Method: DFT, ωB97M-V/def2-TZVPD

Last column: Löwdin charge in e.
CARTESIAN COORDINATES (ANGSTROEM)
C -2.04431 0.72512 0.15555  -0.09
C -1.03307 -0.59902 -0.19722  -0.14
C 0.44056 -0.46214 0.10749  -0.31
C 1.49210 -0.23435 -0.76694  -0.06
N 2.56392 -0.03576 0.03673  -0.02
N 2.22910 -0.14575 1.32557  -0.02
N 0.96270 -0.41387 1.37181  0.03
H -3.14147 0.49170 0.13389  0.07
H -1.87383 1.10514 1.18184  0.07
H -1.83244 1.47409 -0.58260  0.04
H -1.73035 -0.95299 0.52629  0.06
H -1.13570 -0.93503 -1.24415  0.10
H 1.57674 -0.18395 -1.84503  0.11
H 3.52606 0.16681 -0.20322  0.15

Computed properties:
frontier orbital gap = 9.95 eV
SMILES = CCc1c[nH]nn1
HOMO energy = -9.108 eV

=====

Run B
Molecular formula: C4H7N3
Method: DFT, ωB97M-V/def2-TZVPD

Last column: Löwdin charge in e.
CARTESIAN COORDINATES (ANGSTROEM)
C -1.98927 0.44579 -0.27602  -0.09
C -0.99854 -0.53499 0.34088  -0.24
N 0.26244 0.15472 0.54375  0.01
C 1.48173 -0.29515 0.13530  -0.47
N 1.78282 -1.52883 0.01673  0.14
C 2.38383 0.79864 -0.24581  -0.14
N 3.04646 1.66169 -0.63958  0.16
H -1.62052 0.79233 -1.24360  0.08
H -2.10681 1.32637 0.36632  0.07
H -2.97659 -0.00226 -0.41115  0.07
H -0.80885 -1.38270 -0.32187  0.11
H -1.38424 -0.94106 1.28351  0.11
H 0.19915 1.12879 0.79542  0.13
H 2.72840 -1.62334 -0.34389  0.06

Computed properties:
frontier orbital gap = 10.46 eV
SMILES = [H]/N=C(\C#N)NCC
HOMO energy = -9.641 eV

=====

Run C
Molecular formula: C4H7N3
Method: DFT, ωB97M-V/def2-TZVPD

Last column: Löwdin charge in e.
CARTESIAN COORDINATES (ANGSTROEM)
C -0.66569 1.37358 -0.19745  -0.17
C -1.47418 -0.82992 0.05222  -0.24
C 1.83400 0.05861 0.05411  -0.09
C 0.53363 0.61358 0.31347  -0.30
H -0.91946 2.32999 0.33600  0.12
H -0.51367 1.66704 -1.23016  0.10
H -2.35604 -1.48298 0.42388  0.14
H -0.26492 -2.30044 -0.64014  0.12
H 2.32685 -0.41907 0.92035  0.12
H 2.47489 0.41868 -0.79191  0.12
H 0.35493 0.29796 1.30839  0.12
N -1.77506 0.39584 -0.05796  0.05
N -0.23084 -1.54230 0.02804  0.02
N 0.67558 -0.58056 -0.51882  -0.10

Computed properties:
frontier orbital gap = 9.77 eV
SMILES = C1=NC[C@@H]2CN2N1
HOMO energy = -8.678 eV

=====

The data favor run B; the next most stable structure lies 34.5 kcal/mol above it.

=====

Run A
Molecular formula: C7H15NO2S
Method: DFT, ωB97M-V/def2-TZVPD

Last column: Löwdin charge in e.
CARTESIAN COORDINATES (ANGSTROEM)
C -1.47900 1.64289 0.21815  -0.13
C -0.43077 0.56781 -0.32198  -0.33
C -1.31184 -0.67232 0.09619  -0.59
C -1.37894 -1.80289 -0.98266  -0.01
C -1.02318 -1.06747 1.45623  -0.09
C 1.44618 2.03776 -0.11431  -0.08
C 1.80318 -0.41794 -0.12999  -0.06
N 0.91998 0.69238 0.21400  -0.23
O -3.23517 0.40731 -1.35390  -0.30
O -3.72190 0.06564 1.11915  -0.34
S -2.74027 0.36021 -0.00421  0.76
H -1.30327 1.90274 1.22640  0.09
H -1.39071 2.51677 -0.44780  0.10
H -0.34507 0.65695 -1.43898  0.16
H -1.14005 -2.70024 -0.40925  0.08
H -0.61792 -1.56050 -1.66806  0.06
H -2.44571 -1.78421 -1.34270  0.10
H -0.24168 -1.77390 1.64988  0.08
H -1.98999 -1.77624 1.83428  0.17
H -0.97860 -0.32902 2.21081  0.07
H 2.11805 2.01675 -1.05510  0.10
H 0.61169 2.78400 -0.27196  0.08
H 2.09760 2.44440 0.68071  0.08
H 2.32656 -0.21487 -1.10849  0.11
H 2.48754 -0.63295 0.60997  0.06
H 1.21573 -1.32437 -0.14156  0.07

Computed properties:
frontier orbital gap = 9.82 eV
HOMO energy = -9.078 eV

=====

Run B
Molecular formula: C7H15NO2S
Method: DFT, ωB97M-V/def2-TZVPD

Last column: Löwdin charge in e.
CARTESIAN COORDINATES (ANGSTROEM)
C -0.47752 1.30314 0.61134  -0.53
C -2.88843 0.30911 -0.84681  -0.13
C 1.01909 1.44627 -1.29514  -0.01
C 2.10689 -1.21373 -0.58017  0.01
C 1.68074 -0.65832 1.73816  -0.07
C -1.56059 -0.29725 -0.69538  -0.47
C 0.68400 0.72978 -0.03234  -0.24
N 1.49433 -0.26967 0.37451  -0.17
O -0.92622 0.69530 1.84194  -0.04
O -1.12087 2.29156 0.25954  -0.01
S -1.40603 -1.82995 0.32765  0.77
H -3.32241 0.30297 -1.83286  0.08
H -3.53747 -0.18893 -0.13548  0.06
H -2.70149 1.34128 -0.48788  0.08
H 1.24890 0.71548 -2.07052  0.07
H 0.13119 1.99806 -1.59209  0.09
H 1.89504 2.05173 -1.09211  0.10
H 3.13908 -1.19084 -0.43021  0.09
H 1.55877 -2.07272 -0.34282  0.07
H 1.81149 -0.92046 -1.51093  0.05
H 2.77114 -0.93279 2.00850  0.13
H 1.29299 0.10216 2.37255  0.08
H 1.17420 -1.58209 1.92191  0.06
H -0.86032 -0.46490 -1.46988  0.03
H -0.73001 -0.26252 1.95093  0.02
H -2.47651 -1.40268 1.00759  -0.12

Computed properties:
frontier orbital gap (alpha / beta) = 7.24 / 7.44 eV
HOMO energy (alpha / beta) = -7.010 / -7.274 eV

=====

The data favor run A; the next most stable structure lies 20.5 kcal/mol above it.